A cluster of 2 separate species, C5H6N2O2 in total at a distorted geometry. Source: the Open Molecules 2025 dataset; level of theory: the ωB97M-V functional and the def2-TZVPD basis.

Properties
HOMO level, eV: -9.667
LUMO level, eV: -1.13
Energy above the lowest of the compared OMol25 structures with the same formula, charge and spin, kcal/mol: 86.99
SMILES: [H]/N=C(\C#N)C=O.C=CO

Structure (XYZ):
```
15
Properties=species:S:1:pos:R:3:forces:R:3:nbo_charge:R:1
C -2.488808 -1.460222 -0.361551 0.2 -0.5 -1.5 0.206
C 0.436410 -0.617139 0.760292 1.6 3.0 -3.0 0.107
C -2.299827 0.792385 0.737469 0.2 3.2 -2.7 0.392
C 0.140009 -1.654741 1.423927 0.2 -5.5 1.4 -0.475
C -2.119574 -0.037299 -0.503397 -0.1 -1.1 -0.7 0.087
N -2.754807 -2.554842 -0.619182 0.1 0.7 0.6 -0.244
N -1.706421 0.549716 -1.548370 1.0 -0.4 -0.9 -0.529
O 1.379003 -0.669442 -0.285638 -1.1 0.1 0.6 -0.696
O -2.676804 0.441798 1.785769 -0.6 -1.2 2.0 -0.455
H -0.078140 0.355548 0.835224 0.9 -0.4 0.6 0.164
H -2.108421 1.899837 0.461440 0.0 -1.1 0.5 0.123
H -0.360436 -1.640228 2.347487 -1.3 0.5 0.7 0.222
H 0.463088 -2.750388 1.194069 0.0 2.4 0.1 0.224
H 1.605253 0.240391 -0.488636 0.1 0.1 -0.2 0.476
H -1.388697 0.075335 -2.470354 -1.3 0.3 2.4 0.399
```
Positions in Å, forces in eV/Å.